No. 1
Formula: C7H6N5O4S4SbTc
Source: the Open Molecules 2025 dataset
Level of theory: wB97M-V/def2-TZVPD

As for the total charge: +1. The total energy is -75062.4527 eV. The LUMO energy (spin up / spin down) comes out at -6.946 / -6.958 eV. The orbital gap (spin up / spin down) comes out at 5.67 / 5.61 eV.

XYZ file:
```
28
Properties=species:S:1:pos:R:3:forces:R:3:lowdin_charge:R:1
Tc 0.26803 -0.00476 0.48910 -0.4 -1.8 -0.5 1.15
N 0.95921 1.94402 0.09784 -0.4 1.6 0.8 -0.12
C 2.03257 1.85574 -0.89116 1.4 0.5 -1.4 -0.12
C 2.59659 0.42590 -1.02449 1.4 0.7 0.5 -0.51
O 3.77626 0.18006 -1.14149 -0.4 0.5 -0.5 0.13
N 1.68316 -0.54831 -0.80120 -2.3 0.4 0.4 -0.15
C 1.98467 -1.92386 -1.03022 0.3 -1.1 1.4 -0.08
C 0.76005 -2.73940 -0.47863 -0.2 -1.0 -1.5 -0.50
O 0.46350 -3.85601 -0.84705 0.6 1.8 1.0 0.13
O 0.02643 -1.99975 0.38502 1.3 1.2 -0.4 -0.25
H 1.21475 2.48676 0.96387 0.2 -1.0 -1.0 0.13
H 0.23062 2.55066 -0.31278 0.1 -0.7 0.2 0.12
H 1.63695 2.22653 -1.85328 0.1 -0.6 0.2 0.15
H 2.88346 2.51667 -0.69313 -0.2 -0.2 0.3 0.14
H 2.24885 -2.17478 -2.05551 -0.4 0.1 -0.1 0.15
H 2.89697 -2.19078 -0.42409 -0.7 0.1 -0.4 0.16
S -1.87846 0.78421 3.96627 2.0 -0.6 1.2 -0.11
Sb 0.05409 -0.02183 4.96770 -1.1 0.0 -1.0 0.78
S 1.65341 0.01574 2.26993 -1.0 0.4 -0.4 0.06
S -1.82764 0.49724 1.48509 -0.3 -0.1 -0.7 0.48
S 1.02966 -1.63488 3.24506 -0.5 0.1 1.4 -0.04
O -1.17656 0.32622 -1.07883 -2.0 -0.3 1.4 -0.25
N -2.30783 0.36061 -0.32249 2.0 0.5 0.0 -0.42
C -3.52689 0.27446 -0.74100 0.7 0.0 0.3 -0.26
C -4.60083 0.56427 0.17711 -3.1 0.3 2.2 -0.13
N -5.52175 0.76902 0.89463 3.3 -0.7 -2.5 0.23
C -3.70759 -0.14358 -2.07369 -1.0 -1.1 -4.0 -0.11
N -3.85167 -0.54018 -3.17258 0.5 1.2 3.1 0.25
```
Positions in Å, forces in eV/Å.

***

No. 2
Formula: C11H25N4O4P
Source: the Open Molecules 2025 dataset
Level of theory: wB97M-V/def2-TZVPD

As for the total charge: 0. Its structure (SMILES) is CN(C)P(=O)(N(C)C)N(C)C.C#CCOC(=O)OCN. The total energy is -35247.7984 eV. The LUMO energy comes out at 0.162 eV. The orbital gap comes out at 8.25 eV.

XYZ file:
```
45
Properties=species:S:1:pos:R:3:forces:R:3:lowdin_charge:R:1
C 6.15198 -3.96812 0.70201 -0.5 -0.1 0.3 0.11
C 6.37759 -2.82478 0.43601 0.0 0.6 -0.5 -0.09
C 6.59801 -1.39070 0.15123 0.8 -0.8 0.7 -0.17
O 5.80423 -0.58491 1.02829 -0.3 -0.4 -1.4 0.04
C 4.54257 -0.29467 0.58592 -0.2 0.9 0.8 -0.57
O 3.91990 0.51469 1.19166 -0.2 0.2 0.1 0.17
O 4.09464 -0.88262 -0.55180 0.7 -0.4 0.4 0.01
C 3.25776 -2.03664 -0.35005 -1.3 -0.9 -0.2 -0.24
N 2.15877 -1.81462 0.56742 0.0 -0.6 -0.5 0.07
H 5.72236 -4.88356 1.03449 0.4 -0.2 -0.1 0.04
H 7.63745 -1.19139 0.42346 -0.1 0.3 0.0 0.13
H 6.47958 -1.14597 -0.90155 -0.3 0.0 0.1 0.13
H 2.85988 -2.27417 -1.33876 0.3 0.3 -0.1 0.13
H 3.80584 -2.92418 -0.03267 0.6 0.4 0.1 0.10
H 1.29167 -1.85689 0.04277 -0.2 0.6 0.2 0.06
H 2.08736 -2.61052 1.18981 0.2 0.2 0.3 0.08
O -0.99343 -0.54338 0.45059 -0.2 0.7 3.7 -0.31
P -1.96045 0.61642 0.37666 -0.8 -0.8 -7.0 0.71
N -3.29941 -0.25794 -0.26302 -0.4 -0.4 0.4 -0.33
C -4.01410 0.00075 -1.49363 -0.1 0.5 0.0 -0.13
C -3.81037 -1.37216 0.52014 0.3 0.0 0.3 -0.14
N -1.09893 1.48148 -0.82849 0.2 0.3 0.4 -0.32
C -1.65991 1.96818 -2.07059 -0.1 0.5 0.1 -0.14
C 0.31808 1.14706 -0.95750 0.0 -0.2 -0.1 -0.14
N -2.93633 2.03211 0.71220 1.3 -0.5 2.8 -0.27
C -2.15182 3.10117 1.38647 0.2 0.3 -0.3 -0.13
C -4.13330 1.81337 1.54878 -0.4 -0.3 -0.2 -0.13
H -4.34317 1.04200 -1.57652 0.1 0.0 -0.1 0.07
H -4.92500 -0.59602 -1.55437 0.1 -0.1 0.2 0.08
H -3.41173 -0.25260 -2.37181 0.0 0.1 0.0 0.07
H -4.51705 -1.03650 1.29412 -0.1 -0.1 0.0 0.06
H -3.00030 -1.90139 1.02628 0.0 0.1 0.0 0.07
H -4.32180 -2.10486 -0.10408 0.0 0.1 -0.1 0.08
H -1.70691 1.18359 -2.83541 0.0 0.0 0.0 0.08
H -1.04312 2.77947 -2.47047 0.1 -0.1 0.0 0.08
H -2.65002 2.39914 -1.93753 -0.1 -0.2 0.1 0.06
H 0.45575 0.20725 -1.50767 0.1 0.0 0.0 0.08
H 0.79616 1.05085 0.01342 0.0 -0.1 0.0 0.07
H 0.85366 1.93379 -1.49438 -0.2 0.1 -0.1 0.08
H -1.80504 2.78702 2.37490 -0.1 0.1 0.1 0.08
H -2.76196 3.99806 1.49855 -0.1 -0.1 0.0 0.08
H -1.28370 3.38323 0.79599 0.0 -0.2 -0.1 0.07
H -3.89951 1.28948 2.47914 -0.1 0.1 0.1 0.09
H -4.89312 1.25008 1.01009 0.2 -0.2 -0.1 0.07
H -4.59274 2.76942 1.79994 0.2 0.1 0.0 0.08
```
Positions in Å, forces in eV/Å.

***

No. 3
Formula: C6H8O3
Source: the Open Molecules 2025 dataset
Level of theory: wB97M-V/def2-TZVPD

As for the total charge: 0. As for the energy above the lowest of the compared OMol25 structures with the same formula, charge and spin: 5.0269 eV. The total energy is -12489.0863 eV. The LUMO energy (spin up / spin down) comes out at -0.534 / -0.533 eV. The orbital gap (spin up / spin down) comes out at 7.94 / 7.94 eV.

XYZ file:
```
17
Properties=species:S:1:pos:R:3:forces:R:3:lowdin_charge:R:1
C 1.53633 -0.21069 0.92972 0.0 0.3 -0.5 -0.07
C 1.21281 1.22884 1.19962 0.1 -0.2 0.1 0.00
C -1.19468 -1.07709 -1.71564 0.0 0.2 0.0 0.01
C 0.68933 0.39575 -0.17007 0.0 0.0 0.3 -0.55
C -0.90880 -1.04259 -0.25743 0.2 -0.4 0.7 -0.26
C -0.92290 0.85348 0.46314 -0.5 0.5 -1.3 -0.25
O 1.00559 0.70286 -1.32849 -0.6 -0.3 0.9 0.01
O -1.07268 -1.82301 0.60819 0.2 0.7 -0.5 0.16
O -1.62463 1.53968 -0.24478 0.8 -0.6 0.7 0.06
H 2.54184 -0.45193 0.60277 -0.1 -0.1 0.0 0.12
H 1.06974 -0.92179 1.60381 0.0 0.0 -0.1 0.11
H -1.13759 0.64559 1.52733 0.3 -0.2 -0.2 0.14
H 0.71882 1.47202 2.13104 -0.3 0.0 -0.2 0.10
H 1.86859 2.00591 0.82725 0.0 -0.1 -0.1 0.12
H -1.03914 -0.09864 -2.16431 0.0 0.0 0.0 0.09
H -0.51848 -1.79830 -2.17779 0.0 0.0 0.1 0.11
H -2.22414 -1.42009 -1.83436 0.1 0.0 0.0 0.11
```
Positions in Å, forces in eV/Å.

***

No. 4
Formula: C4H12
Source: the Open Molecules 2025 dataset
Level of theory: wB97M-V/def2-TZVPD

As for the total charge: +1. As for the spin multiplicity: 2. As for the energy above the lowest of the compared OMol25 structures with the same formula, charge and spin: 1.8939 eV. The total energy is -4329.3380 eV. The LUMO energy (spin up / spin down) comes out at -3.590 / -11.547 eV. The orbital gap (spin up / spin down) comes out at 11.51 / 3.55 eV. The expectation value of S² is 0.753.

XYZ file:
```
16
Properties=species:S:1:pos:R:3:forces:R:3:lowdin_charge:R:1
C -1.98130 -1.19871 0.17447 -0.4 -3.6 -0.7 -0.13
C -0.94754 -1.80216 -0.89856 1.1 2.1 4.9 -0.13
H -1.92743 -1.94233 1.08290 -0.3 2.0 -1.4 0.11
H -1.75008 -0.19904 0.35398 0.7 1.6 1.1 -0.02
H -3.05061 -1.12062 -0.19335 1.2 -0.6 0.2 0.08
H -0.86316 -1.21666 -1.72012 0.0 2.1 -2.7 0.01
H -1.28698 -2.70948 -1.23007 -0.2 -2.6 -0.4 0.03
H 0.13360 -1.73403 -0.41055 -2.2 -1.0 -1.0 0.09
C 1.92023 2.03867 0.27155 -1.4 0.4 2.8 0.02
C 0.93418 0.85751 0.36082 1.8 3.1 3.0 -0.02
H 2.46873 2.33497 -0.68446 0.2 -0.6 -0.2 0.19
H 1.72460 3.04276 0.86821 -0.6 -2.1 -1.6 0.16
H 3.00183 1.83840 0.67642 -0.3 -0.5 -0.7 0.20
H 1.29540 -0.14718 0.45247 0.7 -0.4 -0.5 0.08
H 0.15750 0.88588 -0.37006 -1.5 0.2 -1.3 0.12
H 0.17103 1.07201 1.26636 1.1 -0.1 -1.5 0.20
```
Positions in Å, forces in eV/Å.

***

No. 5
Formula: CH26O12
Source: the Open Molecules 2025 dataset
Level of theory: wB97M-V/def2-TZVPD

As for the total charge: 0. As for the energy above the lowest of the compared OMol25 structures with the same formula, charge and spin: 6.2906 eV. The total energy is -26024.0511 eV. The LUMO energy comes out at -0.601 eV. The orbital gap comes out at 6.46 eV.

XYZ file:
```
39
Properties=species:S:1:pos:R:3:forces:R:3:lowdin_charge:R:1
O -0.16690 -0.33351 0.23647 -0.3 -0.4 1.0 0.24
H 0.30919 0.50475 0.38129 0.7 1.9 1.6 0.09
H 0.48675 -0.97556 -0.06515 0.8 -1.2 -0.2 0.06
H -0.81979 -0.25882 -0.47372 -0.7 0.4 -1.3 0.06
C 1.14706 2.53010 0.17000 -2.2 0.8 4.0 -0.24
O 1.09893 1.89977 1.41018 0.0 -2.2 1.9 -0.43
H 1.69555 1.85164 -0.33058 1.8 -1.3 -3.5 0.02
H 1.57198 3.45593 0.40778 1.1 1.9 -1.0 0.06
H 0.09102 2.66195 0.03196 -0.7 0.4 -2.1 0.07
O -1.24831 2.06763 2.36073 -1.2 1.9 0.6 -0.13
H -0.25483 2.01122 2.28826 0.6 -0.2 -1.0 -0.01
H -1.37797 3.04292 2.54075 0.1 -1.7 -0.3 0.07
O 2.27059 0.38234 3.22823 1.6 -3.9 3.7 -0.05
H 2.88446 -0.24175 2.81706 -0.4 0.7 -0.1 0.03
H 2.00712 1.03916 2.66877 -1.2 3.1 -3.5 -0.09
O 3.76900 -0.63666 -1.60768 1.4 1.5 -1.7 -0.03
H 3.31374 -1.14766 -0.97880 -0.6 -1.0 1.6 -0.02
H 4.62316 -0.30671 -1.27328 -0.8 -0.5 0.1 0.07
O -2.87784 1.77377 -1.77541 -3.1 3.7 0.6 -0.04
H -2.26988 1.12310 -1.88094 2.6 -2.9 -0.7 -0.10
H -3.20293 1.60279 -0.88403 -0.2 0.0 -0.2 0.00
O -1.56475 -0.40850 -1.94986 1.5 -3.4 -2.6 -0.13
H -1.09459 -0.60888 -2.85894 -1.0 1.1 2.8 0.15
H -1.87533 -1.36076 -1.71128 -0.2 1.6 -0.4 0.04
O 1.26878 0.41154 -2.51241 -2.9 -0.8 1.8 0.01
H 2.14049 0.50700 -2.25611 3.1 0.0 1.9 -0.03
H 1.40727 0.54862 -3.39756 -0.3 0.5 -3.8 0.01
O 0.82543 -2.48831 2.44233 2.3 -5.4 -5.2 -0.01
H 0.59258 -3.47054 2.52960 0.6 2.1 -0.2 0.09
H 0.43610 -2.13822 3.13806 -2.8 3.2 5.3 -0.05
O 1.33576 -2.34993 -0.56820 -1.1 -0.5 -4.6 -0.07
H 1.02815 -2.76028 -1.53169 1.4 1.5 4.0 0.19
H 1.46391 -3.06208 0.04278 0.0 -0.8 0.5 0.03
O -3.08024 0.43131 0.66627 8.3 1.5 -3.7 -0.03
H -2.51426 1.27060 0.94127 -1.0 -2.3 0.0 0.10
H -3.80048 0.51279 1.11661 -7.0 0.7 4.5 -0.06
O -2.94610 -2.58235 -1.30030 -1.2 1.4 2.2 -0.15
H -3.76282 -2.19645 -1.81080 2.1 -0.8 2.2 0.13
H -2.90997 -2.30195 -0.25164 -1.0 -0.7 -4.1 0.16
```
Positions in Å, forces in eV/Å.

***

No. 6
Formula: C22H43N3O3SSi4TeW
Source: the Open Molecules 2025 dataset
Level of theory: wB97M-V/def2-TZVPD

As for the total charge: +2. As for the spin multiplicity: 3. As for the energy above the lowest of the compared OMol25 structures with the same formula, charge and spin: 0.0000 eV. The total energy is -85579.6195 eV. The LUMO energy (spin up / spin down) comes out at -7.172 / -8.092 eV. The orbital gap (spin up / spin down) comes out at 6.37 / 5.64 eV. The expectation value of S² is 2.024.

XYZ file:
```
78
Properties=species:S:1:pos:R:3:forces:R:3:lowdin_charge:R:1
W -0.64033 -1.07770 1.72444 -0.1 -0.8 -0.9 1.24
C -4.71355 -1.90409 0.10484 0.0 0.0 0.0 0.03
N -3.27515 -2.11207 0.35586 -0.1 0.0 0.0 -0.15
C -2.67391 -3.23976 -0.22611 -0.1 0.1 0.1 -0.04
C -1.35082 -3.43450 -0.21507 0.1 0.0 0.0 -0.08
N -0.46889 -2.56802 0.38173 -0.2 0.3 0.0 -0.10
C -2.56381 -1.26888 1.03994 0.2 0.1 0.1 -0.80
S -2.75167 0.18878 1.80830 -0.1 0.0 0.3 0.74
C 0.90779 -2.80909 0.46026 0.1 0.0 0.0 -0.34
C 1.73381 -3.70670 -0.18180 -0.1 0.1 0.0 0.03
C 3.08060 -3.65438 0.15657 0.0 0.0 0.0 -0.01
C 3.54805 -2.73617 1.08886 0.0 0.0 0.1 -0.02
C 2.64877 -1.87509 1.68927 0.0 0.0 0.0 -0.09
N 1.35817 -1.92108 1.36161 -0.1 -0.2 0.1 -0.06
H -5.25515 -2.79709 0.41004 0.0 0.0 0.0 0.11
H -4.86648 -1.71987 -0.95676 0.0 0.0 0.0 0.11
H -5.05450 -1.05345 0.68479 0.0 0.0 0.0 0.09
H -3.35153 -3.94313 -0.68103 0.0 0.0 0.0 0.14
H -0.94910 -4.32283 -0.68276 0.0 0.0 0.0 0.13
H 1.36235 -4.40544 -0.91693 0.0 0.0 0.0 0.13
H 3.77312 -4.33532 -0.31746 0.0 0.0 0.0 0.13
H 4.59293 -2.69787 1.35686 0.0 0.0 0.0 0.12
H 2.94084 -1.14700 2.43402 0.0 0.0 0.0 0.13
C -1.78887 -3.54617 5.76985 0.1 0.0 0.0 0.00
C -0.93337 -2.30818 5.55049 0.0 -0.1 0.0 -0.54
C 0.45553 -2.43347 6.16695 0.0 -0.1 0.0 0.01
O -1.59010 -1.12575 5.98487 -0.1 0.1 0.3 0.03
C -0.80484 -2.00608 4.07323 0.1 -0.1 0.2 -0.50
O -0.01061 -1.08165 3.64705 0.1 0.7 0.4 -0.14
O -1.45834 -2.56363 3.16524 0.0 -0.1 -0.4 -0.01
H -1.90494 -3.70688 6.84182 0.0 0.0 0.0 0.10
H -1.31842 -4.43418 5.34462 0.0 0.0 0.0 0.10
H -2.77405 -3.41932 5.32833 0.0 0.0 0.0 0.10
H 0.35001 -2.59855 7.23915 0.0 0.0 0.0 0.10
H 1.03199 -1.52422 6.00716 0.0 0.0 0.0 0.09
H 0.99654 -3.28657 5.75353 0.0 0.0 0.0 0.10
H -1.66356 -1.14510 6.95074 0.0 0.0 -0.2 0.13
C 0.50674 -1.02772 -3.26956 -0.1 0.0 0.0 -0.20
Si -0.60409 0.45988 -3.03210 0.0 0.0 0.0 0.35
C -0.82487 1.40991 -4.62485 0.0 0.0 0.1 -0.20
C -2.25479 -0.07134 -2.32544 0.1 -0.1 0.2 -0.20
Si 0.45264 1.97415 -1.55915 -0.1 0.0 0.0 0.20
Te 0.45787 1.32923 0.89363 0.0 0.0 0.1 0.74
Si 2.82576 2.16070 -1.82703 0.0 0.0 0.0 0.34
C 3.61051 0.56650 -1.23757 0.0 0.1 0.4 -0.22
C 3.04257 2.38509 -3.66904 0.1 -0.1 0.1 -0.19
C 3.44903 3.62092 -0.85070 0.0 -0.1 0.0 -0.20
Si -0.55661 4.14788 -1.40816 0.0 0.0 0.0 0.35
C -0.03677 5.00547 0.16281 0.0 0.0 0.0 -0.21
C 0.06795 5.03351 -2.92935 -0.1 0.0 0.0 -0.20
C -2.40487 3.88321 -1.46807 0.0 0.0 0.0 -0.20
H 0.01480 -1.78005 -3.89003 0.0 0.0 0.0 0.04
H 0.76284 -1.48885 -2.31536 0.0 -0.1 0.1 0.00
H 1.43592 -0.75122 -3.76588 0.1 0.0 0.0 0.03
H -1.25145 0.75955 -5.39064 0.0 0.0 0.0 0.05
H 0.12327 1.78866 -5.00667 0.1 0.0 0.0 0.03
H -1.50187 2.25673 -4.49998 0.0 0.0 0.0 0.03
H -2.78613 -0.70527 -3.03759 0.0 0.0 0.0 0.05
H -2.89003 0.78351 -2.08875 0.0 0.0 0.0 0.03
H -2.09229 -0.64929 -1.40543 0.0 0.1 -0.2 -0.01
H 3.13900 -0.30661 -1.68217 -0.1 -0.1 -0.1 0.02
H 3.54753 0.47844 -0.13782 0.0 0.0 -0.4 0.01
H 4.66698 0.55089 -1.51222 0.0 0.0 0.0 0.05
H 2.71928 1.50557 -4.22421 0.0 -0.1 0.0 0.03
H 4.09995 2.54493 -3.89549 0.0 0.0 0.0 0.05
H 2.49429 3.24531 -4.04290 -0.1 0.1 -0.1 0.03
H 3.23843 3.52530 0.21593 0.0 0.0 0.0 0.03
H 3.01795 4.55758 -1.20004 0.0 0.1 0.0 0.03
H 4.53312 3.69578 -0.96675 0.0 0.0 0.0 0.05
H 1.04425 5.01309 0.29311 0.1 0.0 0.0 0.02
H -0.48488 4.54983 1.04559 0.0 0.0 0.0 0.02
H -0.37053 6.04599 0.12498 0.0 0.0 0.0 0.05
H 1.13947 5.21210 -2.87943 0.1 0.0 0.0 0.03
H -0.42263 6.00681 -3.01124 0.0 0.0 0.0 0.05
H -0.14552 4.48041 -3.84630 0.0 0.0 0.0 0.03
H -2.74843 3.26137 -0.63846 0.0 0.0 0.0 0.03
H -2.71580 3.41606 -2.40420 0.0 0.0 0.0 0.03
H -2.91709 4.84650 -1.39595 0.0 0.0 0.0 0.05
```
Positions in Å, forces in eV/Å.